# C29H37BCl26IN3O5

9 unconnected molecules or ions with the total composition C29H37BCl26IN3O5 in a non-equilibrium geometry (ωB97M-V/def2-TZVPD, the OMol25 dataset).

Bonds (Å) are listed after each position.
CARTESIAN COORDINATES (ANGSTROEM)
1 C -2.796 -1.494 -3.360  C2 1.555, H34 1.102, H35 1.106, H36 1.104
2 C -2.233 -0.148 -3.897  C1 1.555, O3 1.425, H37 1.109, H38 1.108
3 O -1.612 0.596 -2.852  C2 1.425, C4 1.432
4 C -0.561 1.425 -3.361  O3 1.432, C5 1.537, H39 1.105, H40 1.115
5 C -0.350 2.604 -2.398  C4 1.537, O6 1.432, H41 1.107, H42 1.106
6 O 0.606 2.364 -1.359  C5 1.432, C7 1.388
7 C 0.161 1.381 -0.486  O6 1.388, C8 1.389, C33 1.448
8 C -0.715 1.711 0.541  C7 1.389, C9 1.519, C13 1.460
9 C -1.149 3.153 0.739  C8 1.519, C10 1.585, H43 1.101, H44 1.102
10 C -0.062 4.082 1.422  C9 1.585, C11 1.545, H45 1.106, H46 1.105
11 C 1.313 3.411 1.638  C10 1.545, I12 2.179, H47 1.095, H48 1.101
12 I 2.577 4.691 2.869  C11 2.179
13 C -1.174 0.613 1.387  C8 1.460, C14 1.538, C18 1.370
14 C -2.174 0.895 2.521  C13 1.538, Cl15 1.809, C16 1.575, H49 1.097
15 Cl -3.775 1.467 1.902  C14 1.809
16 C -1.513 1.899 3.538  C14 1.575, C17 1.564, H50 1.100, H51 1.103
17 C -1.180 1.146 4.869  C16 1.564, H52 1.105, H53 1.102, H54 1.103
18 C -0.723 -0.663 1.175  C13 1.370, Cl19 1.768, C20 1.436
19 Cl -1.266 -2.015 2.177  C18 1.768
20 C 0.210 -1.004 0.139  C18 1.436, N21 1.366, C33 1.401
21 N 0.614 -2.308 0.079  C20 1.366, C22 1.310
22 C 1.493 -2.477 -0.878  N21 1.310, C23 1.545, C28 1.454
23 C 2.077 -3.901 -1.015  C22 1.545, C24 1.557, H55 1.104, H56 1.109
24 C 1.427 -4.888 0.000  C23 1.557, C25 1.541, H57 1.107, H58 1.096
25 C 1.920 -4.610 1.433  C24 1.541, O26 1.205, O27 1.389
26 O 3.101 -4.533 1.661  C25 1.205
27 O 0.989 -4.414 2.444  C25 1.389, H59 0.973
28 C 1.958 -1.454 -1.799  C22 1.454, B29 1.609, N32 1.331
29 B 3.034 -1.796 -2.946  C28 1.609, N30 1.471, O31 1.384
30 N 4.401 -2.271 -2.680  B29 1.471, H60 1.015, H61 1.018
31 O 2.669 -1.602 -4.266  B29 1.384, H62 0.971
32 N 1.537 -0.194 -1.718  C28 1.331, C33 1.374
33 C 0.648 0.033 -0.695  C7 1.448, C20 1.401, N32 1.374
34 H -2.639 -2.296 -4.099  C1 1.102
35 H -2.266 -1.810 -2.441  C1 1.106
36 H -3.871 -1.405 -3.126  C1 1.104
37 H -1.454 -0.387 -4.650  C2 1.109
38 H -3.054 0.440 -4.354  C2 1.108
39 H 0.355 0.856 -3.599  C4 1.105
40 H -0.942 1.828 -4.328  C4 1.115
41 H -1.351 2.892 -2.023  C5 1.107
42 H 0.008 3.476 -2.977  C5 1.106
43 H -2.050 3.245 1.366  C9 1.101
44 H -1.415 3.659 -0.204  C9 1.102
45 H -0.448 4.438 2.396  C10 1.106
46 H 0.120 4.985 0.812  C10 1.105
47 H 1.290 2.448 2.159  C11 1.095
48 H 1.812 3.364 0.659  C11 1.101
49 H -2.381 -0.012 3.103  C14 1.097
50 H -2.113 2.806 3.703  C16 1.100
51 H -0.531 2.187 3.126  C16 1.103
52 H -0.272 0.535 4.713  C17 1.105
53 H -0.926 1.882 5.648  C17 1.102
54 H -2.027 0.511 5.179  C17 1.103
55 H 2.030 -4.275 -2.052  C23 1.104
56 H 3.134 -3.816 -0.693  C23 1.109
57 H 1.793 -5.904 -0.243  C24 1.107
58 H 0.334 -4.863 -0.071  C24 1.096
59 H 0.864 -3.452 2.514  O27 0.973
60 H 4.435 -3.284 -2.608  N30 1.015
61 H 4.791 -1.840 -1.844  N30 1.018
62 H 3.320 -1.034 -4.709  O31 0.971
63 Cl -0.473 2.325 9.065  C64 1.767
64 C -1.124 3.902 8.610  Cl63 1.767, Cl65 1.767, Cl66 1.765, H67 1.083
65 Cl -0.705 4.287 6.937  C64 1.767
66 Cl -2.874 3.943 8.837  C64 1.765
67 H -0.679 4.652 9.252  C64 1.083
68 Cl -5.849 4.827 6.866  C69 1.765
69 C -6.856 4.471 8.272  Cl68 1.765, Cl70 1.765, Cl71 1.768, H72 1.083
70 Cl -7.748 2.967 8.034  C69 1.765
71 Cl -5.874 4.388 9.740  C69 1.768
72 H -7.572 5.276 8.389  C69 1.083
73 Cl 5.880 2.447 -5.657  C74 1.761
74 C 5.181 0.965 -6.304  Cl73 1.761, Cl75 1.766, Cl76 1.768, H77 1.083
75 Cl 5.687 -0.430 -5.345  C74 1.766
76 Cl 3.417 1.078 -6.353  C74 1.768
77 H 5.541 0.832 -7.316  C74 1.083
78 Cl 3.731 -10.371 1.559  C79 1.765
79 C 3.081 -8.756 1.269  Cl78 1.765, Cl80 1.767, Cl81 1.766, H82 1.084
80 Cl 3.397 -8.249 -0.394  C79 1.767
81 Cl 1.351 -8.708 1.618  C79 1.766
82 H 3.581 -8.063 1.936  C79 1.084
83 Cl -1.276 -4.745 -2.305  C84 1.766
84 C -1.914 -6.177 -3.118  Cl83 1.766, Cl85 1.766, Cl86 1.765, H87 1.083
85 Cl -1.304 -7.646 -2.352  C84 1.766
86 Cl -3.679 -6.157 -3.115  C84 1.765
87 H -1.575 -6.163 -4.146  C84 1.083
88 Cl 1.772 5.791 -2.324  C89 1.766
89 C 3.157 4.709 -2.495  Cl88 1.766, Cl90 1.767, Cl91 1.763, H92 1.085
90 Cl 4.242 5.293 -3.761  C89 1.767
91 Cl 4.016 4.548 -0.964  C89 1.763
92 H 2.788 3.730 -2.782  C89 1.085
93 Cl -1.277 -6.716 1.580  C94 1.765
94 C -2.513 -5.495 1.889  Cl93 1.765, Cl95 1.762, Cl96 1.767, H97 1.084
95 Cl -2.723 -4.470 0.472  C94 1.762
96 Cl -4.042 -6.253 2.349  C94 1.767
97 H -2.180 -4.874 2.713  C94 1.084
98 Cl 0.009 5.523 -5.005  C99 1.765
99 C -0.056 7.176 -5.620  Cl98 1.765, Cl100 1.766, Cl101 1.765, H102 1.083
100 Cl -1.234 7.311 -6.928  C99 1.766
101 Cl -0.437 8.307 -4.319  C99 1.765
102 H 0.921 7.429 -6.015  C99 1.083

Summary:
SMILES string = CCOCCOc1c(CCCI)c([C@H](Cl)CC)c(Cl)c2nc(CCC(=O)O)c(B(N)O)nc12.ClC(Cl)Cl.ClC(Cl)Cl.ClC(Cl)Cl.ClC(Cl)Cl.ClC(Cl)Cl.ClC(Cl)Cl.ClC(Cl)Cl.ClC(Cl)Cl
molecular weight = 1567.12 Da
total charge = 0
E_LUMO = -0.64 eV
E = -13955.27109 Ha
2S+1 = 1

# C30H39BF8O28

9 unconnected molecules or ions with the total composition C30H39BF8O28 (ωB97M-V/def2-TZVPD, the OMol25 dataset).

Bonds (Å) are listed after each position.
CARTESIAN COORDINATES (ANGSTROEM)
1 O 3.533 -3.953 6.175  C2 1.180
2 C 3.257 -3.726 5.050  O1 1.180, O3 1.351, O7 1.369
3 O 3.815 -2.767 4.279  C2 1.351, C4 1.431
4 C 3.339 -2.922 2.939  O3 1.431, C5 1.512, H8 1.091, H9 1.084
5 C 2.044 -3.671 3.153  C4 1.512, F6 1.362, O7 1.412, H10 1.090
6 F 1.790 -4.556 2.150  C5 1.362
7 O 2.303 -4.400 4.335  C2 1.369, C5 1.412
8 H 4.047 -3.527 2.369  C4 1.091
9 H 3.205 -1.959 2.459  C4 1.084
10 H 1.172 -3.033 3.299  C5 1.090
11 O -1.195 8.019 1.522  C12 1.183
12 C -1.477 8.267 0.400  O11 1.183, O13 1.353, O17 1.361
13 O -0.820 9.148 -0.389  C12 1.353, C14 1.431
14 C -1.353 9.056 -1.714  O13 1.431, C15 1.514, H18 1.091, H19 1.085
15 C -2.724 8.467 -1.459  C14 1.514, F16 1.351, O17 1.416, H20 1.091
16 F -3.129 7.643 -2.451  C15 1.351
17 O -2.516 7.710 -0.280  C12 1.361, C15 1.416
18 H -0.750 8.363 -2.304  C14 1.091
19 H -1.376 10.033 -2.186  C14 1.085
20 H -3.501 9.210 -1.275  C15 1.091
21 O -4.381 10.860 -3.317  C22 1.183
22 C -5.228 11.186 -2.557  O21 1.183, O23 1.350, O27 1.363
23 O -6.547 10.950 -2.711  C22 1.350, C24 1.430
24 C -7.224 11.347 -1.516  O23 1.430, C25 1.517, H28 1.091, H29 1.085
25 C -6.245 12.332 -0.908  C24 1.517, F26 1.352, O27 1.416, H30 1.091
26 F -6.241 12.292 0.443  C25 1.352
27 O -5.002 11.859 -1.394  C22 1.363, C25 1.416
28 H -7.344 10.483 -0.861  C24 1.091
29 H -8.193 11.772 -1.758  C24 1.085
30 H -6.377 13.368 -1.228  C25 1.091
31 O 4.090 3.102 -5.208  C32 1.183
32 C 4.352 3.507 -4.127  O31 1.183, O33 1.346, O37 1.366
33 O 3.510 4.169 -3.312  C32 1.346, C34 1.434
34 C 4.144 4.347 -2.039  O33 1.434, C35 1.514, H38 1.091, H39 1.083
35 C 5.608 4.227 -2.405  C34 1.514, F36 1.357, O37 1.414, H40 1.092
36 F 6.347 3.642 -1.428  C35 1.357
37 O 5.576 3.376 -3.533  C32 1.366, C35 1.414
38 H 3.844 3.543 -1.365  C34 1.091
39 H 3.864 5.300 -1.609  C34 1.083
40 H 6.091 5.165 -2.688  C35 1.092
41 O -3.859 -3.417 -0.291  C42 1.184
42 C -3.755 -4.407 0.349  O41 1.184, O43 1.356, O47 1.357
43 O -2.702 -5.258 0.282  C42 1.356, C44 1.430
44 C -2.834 -6.221 1.331  O43 1.430, C45 1.512, H48 1.091, H49 1.086
45 C -4.320 -6.183 1.606  C44 1.512, F46 1.354, O47 1.419, H50 1.090
46 F -4.614 -6.390 2.911  C45 1.354
47 O -4.663 -4.852 1.255  C42 1.357, C45 1.419
48 H -2.267 -5.888 2.202  C44 1.091
49 H -2.485 -7.195 1.002  C44 1.086
50 H -4.903 -6.872 0.995  C45 1.090
51 O 4.351 -3.464 -4.204  C52 1.181
52 C 4.677 -2.347 -4.005  O51 1.181, O53 1.352, O57 1.365
53 O 5.660 -1.688 -4.660  C52 1.352, C54 1.430
54 C 5.640 -0.317 -4.255  O53 1.430, C55 1.515, H58 1.091, H59 1.084
55 C 4.950 -0.397 -2.909  C54 1.515, F56 1.359, O57 1.413, H60 1.091
56 F 4.165 0.680 -2.647  C55 1.359
57 O 4.121 -1.530 -3.064  C52 1.365, C55 1.413
58 H 5.037 0.263 -4.955  C54 1.091
59 H 6.651 0.075 -4.215  C54 1.084
60 H 5.612 -0.553 -2.055  C55 1.091
61 O -6.122 -8.535 -0.359  C62 1.182
62 C -5.286 -9.371 -0.377  O61 1.182, O63 1.347, O67 1.365
63 O -5.366 -10.558 -1.009  C62 1.347, C64 1.432
64 C -4.094 -11.210 -0.925  O63 1.432, C65 1.517, H68 1.091, H69 1.085
65 C -3.474 -10.539 0.286  C64 1.517, F66 1.353, O67 1.416, H70 1.091
66 F -2.135 -10.387 0.174  C65 1.353
67 O -4.084 -9.261 0.260  C62 1.365, C65 1.416
68 H -3.511 -10.987 -1.819  C64 1.091
69 H -4.230 -12.281 -0.820  C64 1.085
70 H -3.694 -11.019 1.241  C65 1.091
71 O 0.873 -10.943 2.015  C72 1.181
72 C 0.685 -9.802 2.252  O71 1.181, O73 1.353, O77 1.366
73 O 1.207 -8.761 1.564  C72 1.353, C74 1.428
74 C 0.613 -7.553 2.043  O73 1.428, C75 1.517, H78 1.091, H79 1.083
75 C 0.149 -7.958 3.429  C74 1.517, F76 1.360, O77 1.412, H80 1.091
76 F -1.010 -7.346 3.790  C75 1.360
77 O -0.093 -9.340 3.276  C72 1.366, C75 1.412
78 H -0.242 -7.301 1.415  C74 1.091
79 H 1.327 -6.739 2.038  C74 1.083
80 H 0.883 -7.803 4.222  C75 1.091
81 C -1.367 -1.395 0.735  C82 1.521, H92 1.088, H93 1.088, H94 1.086
82 C -0.033 -1.990 0.309  C81 1.521, O83 1.444, H95 1.091, H96 1.086
83 O 1.057 -1.340 0.998  C82 1.444, B84 1.386
84 B 1.582 -0.264 0.301  O83 1.386, O85 1.370, C86 1.587
85 O 2.538 -0.520 -0.648  B84 1.370, H97 0.962
86 C 1.063 1.195 0.649  B84 1.587, O87 1.422, H98 1.093, H99 1.103
87 O 2.120 2.137 0.781  C86 1.422, C88 1.411
88 C 1.838 3.126 1.747  O87 1.411, C89 1.506, H100 1.097, H101 1.094
89 C 2.786 4.283 1.568  C88 1.506, O90 1.410, H102 1.091, H103 1.092
90 O 2.494 5.039 0.414  C89 1.410, C91 1.412
91 C 1.921 6.312 0.629  O90 1.412, H104 1.089, H105 1.092, H106 1.088
92 H -1.263 -0.990 1.740  C81 1.088
93 H -1.668 -0.578 0.082  C81 1.088
94 H -2.165 -2.131 0.734  C81 1.086
95 H 0.106 -1.871 -0.766  C82 1.091
96 H 0.028 -3.047 0.552  C82 1.086
97 H 2.328 -0.184 -1.524  O85 0.962
98 H 0.468 1.148 1.565  C86 1.093
99 H 0.373 1.526 -0.143  C86 1.103
100 H 1.984 2.709 2.750  C88 1.097
101 H 0.804 3.469 1.654  C88 1.094
102 H 3.801 3.894 1.478  C89 1.091
103 H 2.758 4.903 2.467  C89 1.092
104 H 1.591 6.463 1.656  C91 1.089
105 H 2.631 7.103 0.377  C91 1.092
106 H 1.060 6.429 -0.025  C91 1.088

Summary:
SMILES string = O=C1OC[C@@H](F)O1.O=C1OC[C@@H](F)O1.O=C1OC[C@@H](F)O1.O=C1OC[C@@H](F)O1.O=C1OC[C@@H](F)O1.O=C1OC[C@@H](F)O1.O=C1OC[C@@H](F)O1.O=C1OC[C@@H](F)O1.CCOB(O)COCCOC
molecular weight = 1010.41 Da
total charge = 0
E_LUMO = 0.34 eV
E = -4097.20455 Ha
2S+1 = 1

# C19H32N4O4

A single C19H32N4O4 molecule (ωB97M-V/def2-TZVPD, the OMol25 dataset).

Bonds (Å) are listed after each position.
CARTESIAN COORDINATES (ANGSTROEM)
1 C 1.377 6.359 2.712  C2 1.523, H28 1.088, H29 1.088, H30 1.087
2 C 0.321 5.493 2.038  C1 1.523, C3 1.536, H31 1.092, H32 1.092
3 C 0.938 4.201 1.480  C2 1.536, N4 1.451, H33 1.093, H34 1.096
4 N 0.040 3.334 0.741  C3 1.451, C5 1.459, C8 1.452
5 C -0.339 3.833 -0.577  N4 1.459, C6 1.534, H35 1.096, H36 1.095
6 C 0.206 2.954 -1.709  C5 1.534, C7 1.524, H37 1.090, H38 1.092
7 C 1.730 2.959 -1.752  C6 1.524, H39 1.088, H40 1.088, H41 1.089
8 C -1.072 2.838 1.533  N4 1.452, C9 1.530, H42 1.093, H43 1.102
9 C -1.546 1.483 1.005  C8 1.530, N10 1.444, H44 1.097, H45 1.091
10 N -0.420 0.578 0.990  C9 1.444, C11 1.332, H46 1.012
11 C -0.569 -0.738 1.130  N10 1.332, C12 1.400, C26 1.477
12 C 0.239 -1.873 0.995  C11 1.400, N13 1.359, C24 1.465
13 N 1.558 -2.122 0.783  C12 1.359, C14 1.445, C23 1.450
14 C 2.431 -1.058 0.344  N13 1.445, C15 1.552, H47 1.094, H48 1.090
15 C 2.228 -0.816 -1.176  C14 1.552, N16 1.447, H49 1.090, H50 1.094
16 N 1.425 -1.887 -1.724  C15 1.447, C17 1.364, C22 1.446
17 C 0.116 -1.629 -2.012  N16 1.364, O18 1.211, O19 1.339
18 O -0.354 -0.513 -2.015  C17 1.211
19 O -0.548 -2.739 -2.361  C17 1.339, C20 1.429
20 C -1.902 -2.571 -2.784  O19 1.429, C21 1.520, H51 1.092, H52 1.095
21 C -2.867 -2.513 -1.611  C20 1.520, H53 1.087, H54 1.087, H55 1.086
22 C 1.905 -3.208 -1.387  N16 1.446, C23 1.557, H56 1.087, H57 1.094
23 C 1.879 -3.390 0.159  N13 1.450, C22 1.557, H58 1.093, H59 1.089
24 C -0.879 -2.781 1.267  C12 1.465, O25 1.213, C26 1.513
25 O -1.030 -3.984 1.227  C24 1.213
26 C -1.741 -1.559 1.495  C11 1.477, C24 1.513, O27 1.210
27 O -2.875 -1.316 1.843  C26 1.210
28 H 1.846 5.819 3.532  C1 1.088
29 H 2.151 6.641 2.001  C1 1.088
30 H 0.930 7.266 3.110  C1 1.087
31 H -0.147 6.054 1.226  C2 1.092
32 H -0.458 5.242 2.760  C2 1.092
33 H 1.766 4.462 0.815  C3 1.093
34 H 1.352 3.619 2.311  C3 1.096
35 H -1.431 3.886 -0.661  C5 1.096
36 H 0.047 4.848 -0.719  C5 1.095
37 H -0.156 1.930 -1.605  C6 1.090
38 H -0.181 3.341 -2.654  C6 1.092
39 H 2.089 2.325 -2.560  C7 1.088
40 H 2.141 2.596 -0.813  C7 1.088
41 H 2.103 3.967 -1.921  C7 1.089
42 H -0.722 2.705 2.559  C8 1.093
43 H -1.929 3.531 1.547  C8 1.102
44 H -1.951 1.593 -0.008  C9 1.097
45 H -2.325 1.071 1.646  C9 1.091
46 H 0.397 0.970 0.539  N10 1.012
47 H 3.457 -1.375 0.547  C14 1.094
48 H 2.228 -0.159 0.927  C14 1.090
49 H 1.697 0.116 -1.371  C15 1.090
50 H 3.189 -0.794 -1.697  C15 1.094
51 H -2.100 -3.444 -3.410  C20 1.092
52 H -1.974 -1.658 -3.385  C20 1.095
53 H -2.713 -3.363 -0.951  C21 1.087
54 H -2.719 -1.598 -1.043  C21 1.087
55 H -3.889 -2.533 -1.980  C21 1.086
56 H 1.277 -3.948 -1.878  C22 1.087
57 H 2.927 -3.296 -1.769  C22 1.094
58 H 2.856 -3.720 0.524  C23 1.093
59 H 1.125 -4.119 0.454  C23 1.089

Summary:
ΔE to the lowest compared entry with this formula, charge and spin = 63.31 kcal per mole
SMILES string = CCCN(CCC)CCNc1c(N2CCN(C(=O)OCC)CC2)c(=O)c1=O
molecular weight = 380.49 Da
total charge = 0
E_LUMO = 0.61 eV
E = -1263.16336 Ha
2S+1 = 1